Entry 1:
DFT (ωB97M-V/def2-TZVPD) results for C22H25BBr30F3N2O3 as an isolated structure in a non-equilibrium geometry.

Gap between HOMO and LUMO (eV): 7.0
Maximum force (eV Å⁻¹): 10.1
Charge: +1
HOMO level (eV): -11.316

Cartesian coordinates (Å):
O -2.70 -2.30 0.23
B -1.31 -2.10 0.48
O -0.73 -2.57 1.67
C -0.47 -1.27 -0.65
C -0.22 0.15 -0.08
C -1.35 0.95 0.41
C -1.18 2.26 0.99
C -2.34 3.11 1.56
C -3.63 2.31 1.94
C -3.65 1.80 3.39
F -4.86 1.79 4.04
C -2.59 1.34 4.09
F -1.53 0.71 3.57
F -2.60 1.49 5.43
C 0.23 2.73 1.01
C 0.63 4.11 1.54
C 0.76 3.96 3.18
C 1.93 2.94 3.64
O 0.39 2.67 3.71
N 1.12 1.89 0.49
N 1.01 0.66 -0.02
H -3.16 -1.48 0.48
H -0.96 -1.95 2.38
H 0.50 -1.78 -0.84
H -1.13 -1.23 -1.59
H -2.36 0.51 0.32
H -2.57 3.93 0.83
H -1.96 3.62 2.48
H -4.50 3.02 1.84
H -3.86 1.46 1.26
H 1.67 4.39 1.24
H -0.13 4.90 1.36
H 0.60 4.89 3.81
H 2.13 2.13 2.90
H 2.06 2.81 4.73
H 2.12 2.27 0.48
C -0.50 -2.57 -5.02
Br 0.48 -4.23 -5.02
Br -1.33 -2.22 -3.29
Br 0.60 -1.09 -5.60
H -1.30 -2.67 -5.74
C -1.54 -6.27 -1.62
Br -0.06 -5.08 -1.23
Br -3.25 -5.39 -1.44
Br -1.35 -7.11 -3.35
H -1.51 -7.06 -0.88
C 3.58 -0.61 4.63
Br 4.25 0.87 5.67
Br 2.89 -0.04 2.91
Br 4.90 -2.00 4.44
H 2.75 -1.04 5.18
C 2.68 -7.38 -4.35
Br 4.07 -6.59 -5.44
Br 1.50 -8.51 -5.39
Br 3.41 -8.31 -2.82
H 2.08 -6.56 -3.96
C 2.58 2.94 -3.00
Br 1.26 4.23 -3.58
Br 1.93 1.90 -1.47
Br 3.14 1.78 -4.44
H 3.45 3.50 -2.68
C 4.39 3.89 -8.02
Br 2.91 2.65 -7.89
Br 5.02 4.05 -9.84
Br 3.94 5.61 -7.26
H 5.20 3.48 -7.44
C -1.90 7.76 2.34
Br -0.01 7.65 2.74
Br -2.39 6.64 0.84
Br -2.98 7.37 3.89
H -2.10 8.78 2.06
C -2.28 1.81 -6.38
Br -3.41 3.19 -7.11
Br -3.02 0.05 -6.67
Br -0.47 1.94 -7.05
H -2.23 1.96 -5.31
C -1.74 0.11 8.84
Br -2.33 0.54 10.63
Br -0.10 1.03 8.38
Br -1.60 -1.79 8.56
H -2.50 0.48 8.16
C 1.43 -10.37 0.44
Br 0.55 -9.41 -0.99
Br 1.87 -12.18 -0.08
Br 2.97 -9.41 1.11
H 0.72 -10.44 1.26



Entry 2:
DFT (ωB97M-V/def2-TZVPD) results for C22H25BiBr2N5O as an isolated structure.

Gap between HOMO and LUMO (eV): 7.6
Maximum force (eV Å⁻¹): 0.6
Charge: +1
HOMO level (eV): -10.620

Cartesian coordinates (Å):
Bi -0.10 -0.68 -0.81
N -0.98 -3.89 -2.55
C 0.19 -4.73 -2.28
C 0.53 -4.72 -0.79
N 1.16 -3.46 -0.34
C 2.55 -3.30 -0.79
C 2.78 -2.05 -1.63
N 2.32 -0.84 -0.92
H -1.11 -3.79 -3.55
H -1.81 -4.34 -2.19
H 0.04 -5.77 -2.58
H 1.04 -4.35 -2.85
H -0.39 -4.86 -0.22
H 1.19 -5.57 -0.58
H 1.15 -3.48 0.68
H 3.22 -3.26 0.07
H 2.85 -4.17 -1.38
H 3.85 -1.99 -1.84
H 2.25 -2.12 -2.58
H 2.72 -0.79 0.01
H 2.58 0.01 -1.41
C -3.68 -0.75 -0.31
C -3.21 0.67 -0.40
C -4.13 1.73 -0.31
C -3.70 3.03 -0.36
C -2.32 3.31 -0.50
C -1.76 4.60 -0.52
Br -2.86 6.13 -0.37
C -0.40 4.77 -0.64
C 0.43 3.65 -0.77
Br 2.30 3.89 -0.90
C -0.05 2.36 -0.78
O 0.75 1.31 -0.91
C -1.46 2.20 -0.62
N -1.92 0.92 -0.55
H -4.25 -0.90 0.61
H -2.85 -1.45 -0.33
H -4.35 -0.98 -1.14
H -5.19 1.50 -0.20
H -4.40 3.84 -0.28
H 0.02 5.76 -0.64
C -0.04 -0.70 1.48
C 0.61 0.52 2.05
C -0.14 1.65 2.35
C 0.46 2.79 2.85
C 1.83 2.82 3.06
C 2.59 1.68 2.79
C 1.98 0.55 2.30
C 2.45 4.00 3.59
N 2.94 4.95 4.03
H -1.08 -0.78 1.80
H 0.49 -1.60 1.78
H -1.22 1.64 2.20
H -0.13 3.67 3.07
H 3.66 1.70 2.98
H 2.58 -0.34 2.13



Entry 3:
DFT (ωB97M-V/def2-TZVPD) results for C22H25Br4N5O3OsS2 as an isolated structure in a non-equilibrium geometry.

Gap between HOMO and LUMO (spin up / spin down) (eV): 5.4 / 5.4
Maximum force (eV Å⁻¹): 1.4
Charge: +2
HOMO level (spin up / spin down) (eV): -12.814 / -12.808

Cartesian coordinates (Å):
Os 0.43 -0.53 -0.86
Br -0.07 -7.36 -1.93
C -0.23 -5.51 -2.04
C -1.07 -4.93 -3.06
Br -2.01 -6.03 -4.23
C -1.19 -3.56 -3.17
Br -2.26 -2.71 -4.44
C -0.50 -2.74 -2.25
O -0.52 -1.44 -2.30
C 0.33 -3.31 -1.25
O 0.97 -2.48 -0.49
C 0.46 -4.71 -1.16
Br 1.59 -5.37 0.18
C -3.90 -0.78 -1.04
N -3.51 0.30 -0.13
C -4.28 1.40 0.17
C -3.56 2.15 1.05
N -2.37 1.49 1.26
C -2.36 0.36 0.54
S -1.21 -0.95 0.62
C -1.33 1.94 2.15
C -1.62 2.05 3.50
C -0.60 2.54 4.32
C 0.61 2.88 3.74
C 0.77 2.71 2.37
N -0.19 2.25 1.58
H -4.85 -0.51 -1.51
H -4.03 -1.71 -0.48
H -3.14 -0.91 -1.81
H -5.25 1.56 -0.26
H -3.78 3.09 1.52
H -2.58 1.76 3.90
H -0.77 2.66 5.38
H 1.42 3.27 4.34
H 1.71 2.96 1.89
C -0.47 4.73 -1.52
N -0.66 3.55 -2.37
C -1.07 3.75 -3.76
C -0.34 2.37 -1.93
N -0.05 1.33 -1.53
H -1.40 5.29 -1.48
H 0.32 5.36 -1.92
H -0.21 4.40 -0.51
H -2.00 4.32 -3.79
H -1.23 2.78 -4.24
H -0.30 4.29 -4.31
C 3.16 -1.93 3.29
C 2.33 -1.61 2.05
S 2.91 -0.08 1.33
O 2.04 0.26 0.07
C 4.49 -0.55 0.61
C 4.43 -1.73 -0.35
H 2.72 -2.79 3.79
H 3.17 -1.10 4.00
H 4.19 -2.19 3.04
H 1.29 -1.42 2.31
H 2.36 -2.40 1.30
H 5.14 -0.73 1.47
H 4.83 0.36 0.13
H 4.28 -2.67 0.17
H 5.37 -1.79 -0.88
H 3.63 -1.60 -1.08



Entry 4:
DFT (ωB97M-V/def2-TZVPD) results for C22H25CrN6O7STe as an isolated structure in a non-equilibrium geometry.

2S+1: 4
Gap between HOMO and LUMO (spin up / spin down) (eV): 6.8 / 6.7
Maximum force (eV Å⁻¹): 1.4
HOMO level (spin up / spin down) (eV): -7.455 / -7.464

Cartesian coordinates (Å):
Cr 1.78 0.56 0.57
N 5.76 0.46 -0.88
C 4.95 0.10 0.11
N 3.81 0.74 -0.04
C 3.98 1.46 -1.18
N 5.17 1.34 -1.72
C 2.84 2.25 -1.66
C 2.91 3.27 -2.60
N 1.85 4.00 -2.91
C 0.71 3.70 -2.31
C 0.62 2.67 -1.38
N 1.69 1.97 -1.03
H 6.71 0.16 -1.06
H 5.18 -0.61 0.89
H 3.85 3.48 -3.10
H -0.16 4.29 -2.56
H -0.32 2.39 -0.92
O 1.90 -0.73 -4.07
C 1.21 0.24 -3.72
O 0.24 0.26 -2.92
H 1.44 1.22 -4.20
C 1.29 -3.08 -2.21
S 1.34 -2.41 -0.59
O 2.13 -3.23 0.27
O -0.14 -2.39 -0.15
O 1.82 -1.02 -0.76
H 0.96 -4.11 -2.11
H 2.29 -3.00 -2.63
H 0.62 -2.47 -2.82
O 0.53 -0.26 1.64
O 1.89 -0.51 2.06
C 0.85 4.73 2.96
C 0.12 3.59 3.20
C 0.51 2.39 2.62
N 1.57 2.31 1.81
C 2.29 3.42 1.60
C 1.97 4.64 2.15
H 0.56 5.68 3.39
H -0.76 3.60 3.84
H -0.02 1.46 2.77
H 3.17 3.31 0.98
H 2.59 5.51 1.94
C -5.99 -3.89 2.24
C -4.91 -3.14 1.50
C -4.32 -2.01 2.05
C -3.32 -1.31 1.38
C -2.72 -0.10 2.06
C -2.91 -1.75 0.12
Te -1.32 -0.83 -0.92
C -3.51 -2.89 -0.46
C -3.11 -3.43 -1.81
C -4.50 -3.56 0.25
H -6.21 -3.43 3.20
H -5.69 -4.92 2.42
H -6.91 -3.92 1.66
H -4.63 -1.67 3.04
H -3.20 0.07 3.02
H -2.84 0.80 1.45
H -1.65 -0.25 2.21
H -3.20 -2.67 -2.59
H -3.74 -4.28 -2.07
H -2.07 -3.76 -1.81
H -4.95 -4.44 -0.20



Entry 5:
DFT (ωB97M-V/def2-TZVPD) results for C22H25F5STa as an isolated structure in a non-equilibrium geometry.

Gap between HOMO and LUMO (eV): 7.6
Maximum force (eV Å⁻¹): 2.0
Charge: -1
HOMO level (eV): -5.191

Cartesian coordinates (Å):
F -2.50 -0.71 -2.12
C -2.29 0.60 -1.82
F -2.74 0.71 -0.52
F -3.25 1.27 -2.53
Ta -0.10 1.44 -2.13
S -0.29 1.25 -4.65
C 0.85 -0.62 -1.97
C 2.00 -0.85 -0.95
C 1.65 -0.59 0.53
C 2.13 0.74 1.11
C 1.33 1.36 2.07
C 1.71 2.57 2.64
C 2.90 3.17 2.24
C 3.71 2.56 1.30
C 3.31 1.35 0.74
H -0.77 3.17 -2.34
H 1.61 2.16 -2.19
H -0.15 1.76 -0.34
H -0.75 2.45 -5.05
H 1.27 -0.83 -2.97
H 0.10 -1.41 -1.80
H 2.27 -1.92 -1.01
H 2.90 -0.32 -1.24
H 0.58 -0.71 0.69
H 2.16 -1.36 1.11
H 0.40 0.88 2.36
H 1.06 3.03 3.37
H 3.18 4.12 2.66
H 4.62 3.05 1.00
H 3.96 0.90 -0.01
F -10.19 2.53 -2.43
C -8.93 2.11 -2.16
C -8.76 1.07 -1.27
C -7.46 0.64 -1.00
C -6.38 1.25 -1.61
C -6.58 2.30 -2.50
C -7.87 2.73 -2.79
H -9.62 0.61 -0.80
H -7.31 -0.17 -0.30
H -5.37 0.92 -1.39
H -5.73 2.77 -2.97
H -8.05 3.54 -3.48
F 2.68 -3.09 2.44
C 3.90 -3.61 2.66
C 4.01 -4.75 3.44
C 5.28 -5.28 3.66
C 6.40 -4.67 3.11
C 6.26 -3.53 2.33
C 5.00 -3.00 2.10
H 3.13 -5.20 3.87
H 5.39 -6.17 4.27
H 7.38 -5.09 3.29
H 7.13 -3.06 1.90
H 4.86 -2.11 1.49



Entry 6:
DFT (ωB97M-V/def2-TZVPD) results for one molecule with the formula C22H25FN4O3 in a non-equilibrium geometry.

Gap between HOMO and LUMO (eV): 8.2
Maximum force (eV Å⁻¹): 1.4
HOMO level (eV): -8.006

Cartesian coordinates (Å):
O -0.29 3.16 -4.52
C 0.35 2.21 -4.14
C 1.07 1.31 -5.09
C 0.36 0.71 -6.12
C 1.01 -0.07 -7.06
C 2.39 -0.24 -7.00
C 3.08 0.39 -5.99
F 4.42 0.24 -5.92
C 2.45 1.16 -5.03
N 0.46 1.90 -2.82
C 1.08 0.71 -2.28
C 0.31 0.26 -1.03
N 0.38 1.28 -0.01
C 0.38 0.98 1.32
C 0.82 1.92 2.27
C 0.86 1.58 3.59
C 0.47 0.31 4.04
N 0.82 -0.02 5.37
O 1.04 -1.19 5.64
O 0.95 0.89 6.17
C -0.09 -0.61 3.12
N -0.68 -1.77 3.54
C -0.93 -2.88 2.65
C -2.38 -2.88 2.14
C -3.29 -2.27 3.22
C -2.73 -2.59 4.60
C -1.39 -1.87 4.79
C -0.09 -0.25 1.77
C 0.48 2.64 -0.50
C -0.20 2.76 -1.85
H -0.71 0.85 -6.18
H 0.45 -0.54 -7.86
H 2.92 -0.83 -7.73
H 3.04 1.65 -4.27
H 1.06 -0.08 -3.02
H 2.12 0.91 -2.00
H 0.78 -0.65 -0.65
H -0.73 0.03 -1.30
H 1.18 2.89 1.97
H 1.26 2.26 4.33
H -0.74 -3.79 3.22
H -0.21 -2.86 1.82
H -2.68 -3.91 1.93
H -2.47 -2.31 1.21
H -4.30 -2.65 3.11
H -3.32 -1.18 3.10
H -2.60 -3.67 4.69
H -3.42 -2.27 5.38
H -0.77 -2.39 5.54
H -1.58 -0.86 5.16
H -0.53 -0.92 1.06
H 1.53 2.96 -0.58
H -0.02 3.31 0.20
H -1.26 2.49 -1.77
H -0.15 3.79 -2.23



Entry 7:
DFT (ωB97M-V/def2-TZVPD) results for C22H25GeIN3Se3TeV as an isolated structure in a non-equilibrium geometry.

2S+1: 4
Gap between HOMO and LUMO (spin up / spin down) (eV): 6.8 / 5.5
Maximum force (eV Å⁻¹): 1.4
Charge: -1
HOMO level (spin up / spin down) (eV): -5.163 / -5.246

Cartesian coordinates (Å):
V 0.21 -0.19 -0.26
Se -3.38 -2.34 0.90
Se -1.96 -2.81 2.56
Te -0.01 -1.15 2.31
Se 1.36 -2.17 0.50
I -1.83 1.94 0.53
C -3.15 1.16 -0.89
C -4.35 1.78 -1.08
C -5.24 1.27 -2.05
C -4.89 0.19 -2.80
C -3.64 -0.46 -2.60
C -3.28 -1.59 -3.38
C -2.08 -2.19 -3.18
C -1.18 -1.70 -2.21
C -1.47 -0.61 -1.41
C -2.72 0.02 -1.63
H -4.62 2.64 -0.49
H -6.19 1.76 -2.21
H -5.55 -0.20 -3.55
H -3.97 -1.95 -4.13
H -1.80 -3.05 -3.78
H -0.23 -2.22 -2.10
N 0.67 0.83 -1.83
C 0.87 1.54 -2.73
C 1.11 2.38 -3.80
C 2.26 3.21 -3.80
N 3.20 3.88 -3.80
C 0.21 2.40 -4.90
N -0.52 2.42 -5.79
C 3.88 4.44 4.90
C 3.09 3.18 4.56
C 2.95 2.97 3.05
C 2.21 1.69 2.67
Ge 1.84 1.51 0.72
C 3.57 1.01 -0.12
C 4.80 1.87 0.19
C 4.68 3.32 -0.28
C 5.95 4.12 0.00
H 3.96 4.58 5.98
H 3.40 5.32 4.48
H 4.89 4.38 4.50
H 2.09 3.24 5.00
H 3.57 2.30 5.00
H 3.95 2.98 2.60
H 2.42 3.83 2.62
H 1.26 1.66 3.21
H 2.78 0.81 3.01
H 1.56 2.99 0.33
H 3.39 1.00 -1.20
H 3.76 -0.02 0.17
H 5.68 1.42 -0.28
H 5.00 1.86 1.27
H 3.83 3.79 0.22
H 4.45 3.34 -1.34
H 6.17 4.14 1.07
H 5.86 5.15 -0.35
H 6.81 3.67 -0.51



Entry 8:
DFT (ωB97M-V/def2-TZVPD) results for C22H25N2P2Sn as an isolated structure in a non-equilibrium geometry.

Gap between HOMO and LUMO (spin up / spin down) (eV): 5.2 / 5.8
Maximum force (eV Å⁻¹): 1.1
Charge: +3
HOMO level (spin up / spin down) (eV): -17.659 / -17.877

Cartesian coordinates (Å):
Sn 0.19 -0.51 -1.39
C 4.18 -0.45 -1.11
P 2.65 -0.57 -0.14
C 2.88 -2.11 0.80
C 2.75 0.75 1.10
C 3.74 0.73 2.07
C 3.75 1.68 3.08
C 2.77 2.67 3.12
C 1.80 2.73 2.13
C 1.80 1.79 1.10
P 0.69 1.97 -0.30
C -0.40 3.37 0.02
C 1.69 2.54 -1.70
H 5.02 -0.60 -0.43
H 4.27 0.53 -1.58
H 4.21 -1.22 -1.88
H 3.72 -2.00 1.49
H 3.10 -2.93 0.12
H 1.98 -2.36 1.38
H 4.52 -0.03 2.06
H 4.50 1.63 3.86
H 2.78 3.40 3.91
H 1.06 3.52 2.17
H -1.00 3.22 0.91
H -1.05 3.52 -0.84
H 0.22 4.26 0.13
H 2.23 3.44 -1.41
H 1.02 2.78 -2.53
H 2.40 1.79 -2.04
C -5.91 1.73 -0.65
C -6.06 0.34 -0.48
C -4.97 -0.47 -0.48
C -3.66 0.11 -0.67
C -3.52 1.51 -0.86
C -4.62 2.31 -0.85
N -2.52 -0.65 -0.65
N -2.77 -1.89 -0.41
C -1.77 -2.79 -0.49
C -2.17 -4.13 -0.29
C -1.26 -5.16 -0.39
C 0.07 -4.87 -0.68
C 0.48 -3.53 -0.90
C -0.41 -2.50 -0.79
H -6.78 2.37 -0.65
H -7.05 -0.08 -0.34
H -5.05 -1.54 -0.33
H -2.53 1.90 -1.01
H -4.54 3.37 -1.00
H -3.21 -4.32 -0.08
H -1.58 -6.19 -0.25
H 0.80 -5.67 -0.74
H 1.52 -3.36 -1.13